Entry from the Open Molecules 2025 dataset: 2 unconnected molecules or ions with the total composition C4H12 in a non-equilibrium geometry (ωB97M-V with the def2-TZVPD basis set).

```
16
Properties=species:S:1:pos:R:3:mulliken_spin:R:1
C -0.729 1.892 0.060 0.8370
C -0.585 3.142 0.879 0.2833
H -1.807 1.691 0.244 -0.3744
H -0.698 2.178 -1.034 -0.1909
H -0.073 1.110 0.003 0.4573
H -1.480 3.840 0.884 -0.0345
H -0.468 2.686 1.942 -0.1157
H 0.412 3.648 0.734 -0.2520
C 0.023 -2.524 -0.909 0.2105
C 1.258 -2.574 0.010 1.4323
H -0.800 -3.246 -0.825 -0.3911
H -0.141 -1.346 -0.803 0.3338
H 0.419 -2.683 -1.873 -0.0697
H 1.034 -2.058 0.909 -0.4287
H 1.573 -3.544 0.098 -0.5040
H 2.232 -1.890 -0.520 -0.1931
```

## Properties
Spin multiplicity ... 2
Net charge ... -1
E_HOMO (spin up / spin down) ... 1.4 / -7.4 eV
Energy above the lowest of the compared OMol25 structures with the same formula, charge and spin ... 186.5 kJ/mol
HOMO-LUMO gap (spin up / spin down) ... 2.71 / 11.67 eV
Expectation value of S² ... 0.7504
Calculated total energy ... -159.459108 Eh

---

Entry from the Open Molecules 2025 dataset: 3 unconnected molecules or ions with the total composition C15H30N2O2 in a non-equilibrium geometry (ωB97M-V with the def2-TZVPD basis set).

```
49
Properties=species:S:1:pos:R:3:nbo_charge:R:1
C 3.331 3.364 -0.381 -0.5988
H 4.158 4.163 -0.393 0.2144
C 3.493 2.582 0.755 -0.3759
C 2.551 1.183 0.668 -0.4125
C 1.007 1.271 0.430 -0.2566
C 0.429 1.376 -0.812 -0.5169
C -1.109 1.257 -0.880 0.6659
O -1.541 0.953 -2.182 -0.7374
N -1.818 1.946 -0.145 -0.5598
H -1.280 2.050 0.827 0.4094
C -3.260 1.991 -0.010 -0.2414
H -3.733 2.747 0.391 0.2093
H -3.517 1.609 -1.181 0.2545
C -3.623 0.569 0.691 -0.0283
N -3.125 -0.668 -0.201 -0.6362
C -1.996 -1.260 0.358 0.7106
O -1.276 -1.124 1.300 -0.6266
C -1.530 -2.304 -0.721 -0.5258
C -0.233 -3.030 -0.404 -0.3456
C 0.977 -2.369 -0.238 -0.4586
C 2.107 -3.350 -0.060 -0.3868
C 3.380 -2.533 0.172 -0.5183
H 3.494 -1.697 0.790 0.2023
H 4.239 -3.264 0.448 0.2072
H 3.700 -2.048 -1.213 0.1150
H 2.269 -4.166 -0.675 0.2194
H 1.979 -3.933 1.027 0.1738
H 1.003 -1.419 0.311 0.2356
H 1.110 -2.053 -1.245 0.1979
H -0.510 -3.525 0.745 0.1563
H -0.272 -3.901 -1.044 0.2167
H -2.391 -2.893 -1.176 0.2224
H -1.178 -1.656 -1.682 0.2309
H -3.490 -0.902 -1.033 0.4094
C -5.195 0.324 0.739 -0.4783
H -5.516 1.412 1.367 0.1546
H -5.430 -0.542 1.024 0.1978
H -5.599 0.463 0.006 0.1508
H -3.221 0.473 1.672 0.2140
H 0.788 0.742 -1.311 0.2135
H 0.895 2.289 -1.222 0.2298
H 0.604 2.464 1.319 0.0430
H 0.366 0.600 1.139 0.2412
H 2.788 0.477 -0.126 0.1986
H 2.585 0.696 1.528 0.1989
H 3.164 3.013 1.633 0.2052
H 4.455 2.092 1.003 0.2103
H 2.428 3.662 -0.553 0.1998
H 3.541 2.870 -1.456 0.1949
```

## Properties
E_HOMO ... -8.9 eV
Energy above the lowest of the compared OMol25 structures with the same formula, charge and spin ... 1553.5 kJ/mol
HOMO-LUMO gap ... 9.63 eV
Calculated total energy ... -849.015835 Eh

---

Entry from the Open Molecules 2025 dataset: a single C19H34N4O3 molecule (ωB97M-V with the def2-TZVPD basis set).

```
60
Properties=species:S:1:pos:R:3:nbo_charge:R:1
O -0.342 -2.408 -1.088 -0.6408
C -0.063 -1.509 -0.322 0.7111
N 0.478 -1.724 0.902 -0.6159
H 0.805 -0.926 1.423 0.3899
C 1.096 -2.984 1.237 -0.2370
H 0.756 -3.703 0.490 0.2308
C 2.626 -2.858 1.240 -0.2269
N 3.088 -2.104 0.084 -0.4531
C 3.015 -2.839 -1.171 -0.2371
C 4.298 -3.692 -1.263 -0.4337
H 4.113 -4.703 -0.899 0.2033
H 4.646 -3.765 -2.291 0.2142
C 5.298 -2.953 -0.359 -0.4335
H 5.619 -3.583 0.470 0.2030
H 6.185 -2.631 -0.901 0.2126
C 4.495 -1.743 0.164 -0.2189
H 4.649 -0.883 -0.494 0.1893
H 4.773 -1.454 1.178 0.2012
H 3.003 -2.100 -1.978 0.1913
H 2.102 -3.425 -1.239 0.2230
H 3.064 -3.865 1.309 0.1756
H 2.928 -2.296 2.130 0.1917
H 0.757 -3.315 2.224 0.1996
C -0.334 -0.042 -0.615 -0.3657
C -1.026 0.125 -1.969 -0.2079
N -1.374 1.516 -2.134 -0.4441
C -0.435 2.454 -1.890 0.6867
O -0.663 3.651 -1.877 -0.6507
C 0.948 1.865 -1.685 -0.4916
C 0.966 0.783 -0.597 -0.4028
H 1.828 0.129 -0.752 0.2361
H 1.088 1.267 0.373 0.2009
H 1.262 1.437 -2.640 0.2214
H 1.636 2.673 -1.436 0.2370
C -2.752 1.883 -2.358 -0.2098
C -3.644 1.674 -1.129 -0.4168
C -3.207 2.534 0.065 -0.2330
N -2.446 1.771 1.047 -0.4521
C -1.620 2.637 1.876 -0.2566
C -0.812 1.792 2.861 -0.0587
H -0.249 2.434 3.541 0.1974
O -1.637 0.989 3.669 -0.5250
C -2.455 0.160 2.876 -0.0773
C -3.310 0.980 1.911 -0.2536
H -3.915 0.306 1.303 0.2063
H -3.987 1.629 2.495 0.1711
H -3.087 -0.397 3.570 0.1965
H -1.832 -0.547 2.304 0.1679
H -0.110 1.152 2.303 0.1443
H -0.940 3.196 1.229 0.2166
H -2.237 3.354 2.445 0.1728
H -2.568 3.340 -0.299 0.2284
H -4.089 2.995 0.540 0.1726
H -3.627 0.621 -0.846 0.2010
H -4.666 1.927 -1.413 0.2137
H -3.138 1.295 -3.197 0.1960
H -2.753 2.940 -2.636 0.2348
H -1.928 -0.484 -2.008 0.2262
H -0.362 -0.215 -2.773 0.2027
H -1.025 0.353 0.141 0.2756
```

## Properties
SMILES ... O=C(NCCN1CCCC1)[C@H]1CCC(=O)N(CCCN2CCOCC2)C1
E_HOMO ... -8.7 eV
Energy above the lowest of the compared OMol25 structures with the same formula, charge and spin ... 0.0 kJ/mol
HOMO-LUMO gap ... 9.35 eV
Calculated total energy ... -1189.147518 Eh

---

Entry from the Open Molecules 2025 dataset: a gas-phase ion, C6H12NO2 (charge +1) in a non-equilibrium geometry (ωB97M-V with the def2-TZVPD basis set).

```
21
Properties=species:S:1:pos:R:3:mulliken_spin:R:1
C 0.651 -0.132 -0.061 0.7340
C -0.282 -1.054 0.248 0.7578
C -0.929 0.274 -0.074 0.1599
C -1.431 1.133 1.103 0.0806
C -1.505 0.570 -1.378 0.0805
C 1.997 0.409 -0.515 0.0430
N -0.541 -2.377 0.748 0.0121
O 2.377 1.386 0.416 0.0337
O 2.932 -0.487 -0.671 0.0047
H -2.446 0.730 1.467 0.0010
H -1.429 2.181 0.777 0.0087
H -0.724 1.125 1.922 -0.0058
H -2.643 0.484 -1.285 0.0097
H -1.072 -0.075 -2.204 -0.0052
H -1.405 1.660 -1.595 -0.0057
H 1.630 1.011 -1.418 0.0300
H -0.890 -2.295 1.721 0.0370
H 0.223 -2.902 0.296 0.0077
H -1.400 -2.852 0.382 0.0171
H 3.236 1.618 0.112 -0.0010
H 3.651 -0.406 0.008 0.0002
```

## Properties
Spin multiplicity ... 3
Net charge ... +1
E_HOMO (spin up / spin down) ... -10.0 / -13.5 eV
Energy above the lowest of the compared OMol25 structures with the same formula, charge and spin ... 363.9 kJ/mol
HOMO-LUMO gap (spin up / spin down) ... 6.14 / 7.00 eV
Expectation value of S² ... 2.0087
Calculated total energy ... -440.504703 Eh